Computed, not measured: a 8-piece molecular cluster, ClH14O7 overall, with ωB97M-V/def2-TZVPD.

```
! RIJCOSX wB97M-V def2-TZVPD def2/J DEFGRID3
* xyz -1 1
Cl -0.006 -0.128 -0.002
O -1.040 -3.036 -1.151
H -0.585 -2.277 -0.754
H -1.967 -2.793 -1.095
O 2.502 -2.324 1.643
H 1.697 -1.807 1.532
H 2.469 -2.614 2.558
O -2.222 0.957 -2.684
H -2.081 0.307 -3.376
H -1.753 0.589 -1.925
O -1.899 1.184 2.398
H -1.511 0.617 1.715
H -1.222 1.849 2.543
O -0.361 3.163 -1.250
H -0.626 2.323 -0.849
H -0.438 3.802 -0.538
O 1.303 0.192 3.072
H 1.505 1.117 3.232
H 1.072 0.157 2.132
O 1.931 -0.700 -2.607
H 1.332 -0.828 -1.856
H 1.902 0.252 -2.738
*
```

Summary:
* E_tot: -27086.05452 eV
* ΔE to the lowest compared entry with this formula, charge and spin: 46.9 kJ/mol

Which charges does Löwdin predict for the atoms? In e, they are: -0.004 -0.110 -0.096 0.016 -0.074 -0.031 0.024 -0.078 0.027 -0.043 -0.108 -0.081 0.009 -0.087 -0.050 0.018 -0.096 0.024 -0.087 -0.108 -0.083 0.017

---

Computed, not measured: one molecule with the formula C5H7NO, with ωB97M-V/def2-TZVPD.

```
! RIJCOSX wB97M-V def2-TZVPD def2/J DEFGRID3
* xyz 0 1
C 0.753 0.143 -1.047
N -1.161 0.875 1.349
C 0.058 -1.316 0.896
C -0.537 -0.090 -0.858
C -1.156 -0.253 0.480
C 1.927 0.585 -1.370
O 0.122 -2.486 0.657
H -2.001 1.442 1.259
H -0.325 1.455 1.314
H 0.688 -0.753 1.599
H -1.159 -0.385 -1.693
H -2.112 -0.776 0.449
H 2.116 1.630 -1.589
H 2.788 -0.071 -1.447
*
```

Summary:
* SMILES: C=C=C[C@H](N)C=O
* E_tot: -8832.92663 eV
* ΔE to the lowest compared entry with this formula, charge and spin: 316.1 kJ/mol

Which charges does Löwdin predict for the atoms? In e, they are: -0.111 0.036 -0.231 -0.092 -0.348 0.018 0.056 0.081 0.081 0.121 0.117 0.142 0.064 0.064

---

Computed, not measured: CH6OSi2 as an isolated structure, with ωB97M-V/def2-TZVPD.

```
! RIJCOSX wB97M-V def2-TZVPD def2/J DEFGRID3
* xyz 0 1
C 0.180 0.299 -1.374
O -1.687 -0.023 1.296
Si -0.173 -0.883 -0.085
Si -1.430 0.887 2.468
H 1.213 0.815 -1.445
H -0.369 0.035 -2.266
H 0.533 -0.827 1.209
H -1.045 -2.036 -0.400
H -1.099 2.258 2.534
H -1.467 0.084 3.826
*
```

Summary:
* E_tot: -18933.55208 eV
* ΔE to the lowest compared entry with this formula, charge and spin: 360.4 kJ/mol

Which charges does Löwdin predict for the atoms? In e, they are: -0.342 -0.536 0.566 0.689 -0.030 -0.089 -0.088 -0.069 -0.076 -0.024

---

Computed, not measured: a 2-piece molecular cluster, C6H11NO overall, with ωB97M-V/def2-TZVPD.

```
! RIJCOSX wB97M-V def2-TZVPD def2/J DEFGRID3
* xyz 0 1
C 1.328 0.192 -1.047
C -0.832 1.039 2.447
C 1.340 -0.967 -1.984
C -0.215 -0.082 1.680
C -0.778 0.438 -0.578
C -1.824 0.281 -1.372
O 0.596 -0.892 2.432
N -0.304 -0.295 0.428
H 0.859 -1.648 1.892
H 1.323 1.178 -1.492
H 1.997 0.136 -0.197
H -1.728 0.710 2.977
H -0.121 1.415 3.184
H -1.113 1.838 1.760
H -2.076 1.025 -2.116
H -2.471 -0.592 -1.299
H 1.434 -1.915 -1.457
H 2.169 -0.870 -2.696
H 0.415 -0.990 -2.564
*
```

Summary:
* E_tot: -9933.38055 eV
* ΔE to the lowest compared entry with this formula, charge and spin: 489.6 kJ/mol

Which charges does Löwdin predict for the atoms? In e, they are: -0.047 -0.001 -0.147 -0.441 -0.217 -0.027 0.042 0.046 0.106 0.057 0.075 0.087 0.082 0.078 0.038 0.053 0.070 0.077 0.069

---

Computed, not measured: a 5-piece molecular cluster, C30H72N2 overall, with ωB97M-V/def2-TZVPD.

```
! RIJCOSX wB97M-V def2-TZVPD def2/J DEFGRID3
* xyz 0 1
C -2.440 -5.041 -3.795
C -1.327 -4.214 -4.394
N -0.667 -3.479 -3.286
C 0.713 -3.063 -3.587
C 0.821 -1.979 -4.659
C -1.432 -2.312 -2.873
C -0.858 -1.572 -1.602
H -3.209 -4.572 -3.202
H -2.218 -5.936 -3.259
H -3.077 -5.580 -4.572
H -1.564 -3.423 -5.177
H -0.909 -5.035 -4.884
H 1.250 -4.071 -3.971
H 1.371 -2.860 -2.631
H 1.834 -2.053 -5.122
H 0.620 -0.876 -4.083
H 0.127 -2.051 -5.533
H -2.418 -2.553 -2.534
H -1.682 -1.629 -3.750
H -0.763 -2.263 -0.769
H -1.540 -0.946 -1.245
H 0.087 -1.120 -1.784
C 2.690 3.490 0.204
C 3.455 2.621 -0.809
N 2.889 1.291 -0.993
C 2.898 0.655 -2.389
C 4.210 0.195 -2.926
C 3.257 0.419 0.162
C 2.467 -0.862 0.130
H 2.785 4.482 0.035
H 3.123 3.153 1.193
H 1.628 3.550 0.150
H 4.580 2.611 -0.632
H 3.594 3.071 -1.766
H 2.492 1.652 -2.872
H 2.117 -0.088 -2.346
H 4.182 -0.213 -3.871
H 4.804 -0.392 -2.348
H 4.868 0.995 -2.977
H 3.178 1.025 1.101
H 4.295 0.108 0.148
H 2.804 -1.480 0.953
H 2.643 -1.626 -0.682
H 1.357 -0.691 0.194
C 0.274 5.007 7.607
C 1.078 3.709 7.022
C 0.598 3.191 5.740
C 1.554 2.003 5.172
C 1.033 1.200 3.906
C 0.627 2.130 2.785
H 0.768 5.723 6.867
H 0.417 4.815 8.835
H -0.782 4.695 7.439
H 1.302 3.156 7.881
H 1.954 4.180 6.731
H 0.442 3.850 4.945
H -0.402 2.747 5.729
H 1.806 1.331 6.003
H 2.507 2.326 4.832
H 0.179 0.518 3.976
H 1.676 0.235 3.542
H -0.486 2.279 2.770
H 1.205 1.603 2.045
H 1.218 3.085 2.939
C -3.696 2.918 -0.762
C -2.379 2.255 -1.357
C -2.043 2.526 -2.796
C -0.771 1.827 -3.208
C -0.312 2.318 -4.595
C -0.920 1.857 -5.855
H -3.467 4.083 -0.668
H -3.880 2.364 0.071
H -4.477 2.691 -1.509
H -2.460 1.163 -1.181
H -1.743 2.892 -0.829
H -1.911 3.617 -2.856
H -2.869 2.275 -3.474
H -0.736 0.836 -3.147
H 0.042 2.261 -2.572
H 0.606 1.911 -4.641
H -0.053 3.362 -4.691
H -1.855 2.409 -5.929
H -0.960 0.837 -5.931
H -0.207 2.012 -6.763
C -4.979 -2.484 2.449
C -3.554 -2.419 1.893
C -2.502 -3.251 2.812
C -1.064 -3.119 2.450
C -0.092 -3.900 3.325
C 1.350 -3.425 3.031
H -5.387 -1.823 1.899
H -4.892 -2.356 3.437
H -5.710 -3.129 1.993
H -3.329 -1.350 2.042
H -3.367 -2.573 0.809
H -2.747 -4.235 2.737
H -2.514 -2.907 3.876
H -0.623 -2.099 2.619
H -1.096 -3.576 1.363
H -0.141 -5.039 2.986
H -0.443 -3.887 4.457
H 2.061 -3.866 3.786
H 1.405 -2.468 2.938
H 1.709 -3.632 2.078
*
```

Summary:
* SMILES: CCN(CC)CC.CCN(CC)CC.CCCCCC.CCCCCC.CCCCCC
* E_tot: -35245.95711 eV
* ΔE to the lowest compared entry with this formula, charge and spin: 93.7 kJ/mol

These are the Löwdin partial charges, in e, on atoms 1 to 99: -0.115 -0.242 -0.196 -0.281 -0.112 -0.241 -0.052 0.053 0.060 0.094 0.124 0.088 0.144 0.125 0.069 0.114 0.065 0.088 0.122 0.071 0.002 0.025 -0.075 -0.276 -0.180 -0.195 -0.069 -0.253 -0.106 0.024 0.085 0.062 0.128 0.087 0.139 0.062 0.053 0.045 0.057 0.105 0.101 0.054 0.084 0.084 -0.091 -0.302 -0.219 -0.163 -0.293 -0.135 0.088 0.128 0.049 0.080 0.069 0.078 0.112 0.098 0.082 0.078 0.134 0.098 0.031 0.082 -0.091 -0.263 -0.239 -0.182 -0.290 -0.109 0.120 0.013 0.065 0.108 0.072 0.123 0.117 0.037 0.126 0.040 0.116 0.075 0.026 0.115 -0.094 -0.195 -0.225 -0.288 -0.265 -0.111 -0.008 0.044 0.084 0.098 0.104 0.072 0.121 0.118 0.148

---

Computed, not measured: one molecule with the formula C2H6N4S, with ωB97M-V/def2-TZVPD.

```
! RIJCOSX wB97M-V def2-TZVPD def2/J DEFGRID3
* xyz 0 1
C 0.872 0.971 -0.439
C -2.013 -0.694 0.239
H 3.154 0.127 -0.254
H 2.673 -1.127 0.824
H 1.569 1.635 -0.976
H -1.228 0.491 1.687
H -2.292 -1.319 1.060
H -1.860 -0.487 -1.717
N 2.454 -0.570 -0.040
N 1.191 -0.183 0.058
N -1.633 0.591 0.727
N -2.122 -1.095 -0.938
S -0.765 1.660 -0.231
*
```

Summary:
* SMILES: [H]/N=C\NS/C=N/N
* E_tot: -18964.85831 eV
* ΔE to the lowest compared entry with this formula, charge and spin: 211.0 kJ/mol

Which charges does Löwdin predict for the atoms? In e, they are: -0.480 -0.393 0.078 0.113 0.072 0.093 0.098 0.035 -0.040 -0.143 -0.382 0.087 0.862

---

Which of these has the lowest ΔE to the lowest compared entry with this formula, charge and spin?
ClH14O7